[1]
15
Properties=species:S:1:pos:R:3 method="wB97M-V/def2-TZVPD" homo_lumo_gap_ev=9.2 charge=0 relative_energy_kcal_mol=63.9
C -1.220 -0.543 -0.005
C -0.096 -0.347 1.061
C -0.106 -0.322 -1.061
C 0.300 1.129 -0.726
C 0.299 1.124 0.745
H -2.966 0.077 0.486
H -1.611 -1.551 0.002
H -0.227 -0.626 2.107
H -0.265 -0.600 -2.098
H -0.116 1.940 -1.303
H 1.781 2.279 0.011
H -0.104 1.907 1.340
N 1.552 1.306 0.007
O -2.251 0.407 -0.069
S 0.974 -1.379 -0.008

=====

[2]
39
Properties=species:S:1:pos:R:3 method="wB97M-V/def2-TZVPD" s2=2.010 multiplicity=3 homo_lumo_gap_ev="7.2 / 6.6" charge=0
Ni 0.074 0.119 -0.065
C -1.994 -1.053 3.285
C -1.500 -0.561 1.971
N -0.327 -0.818 1.503
O 0.534 -1.500 2.259
B 1.666 -2.217 1.591
F 2.530 -2.615 2.561
F 1.160 -3.292 0.871
O 2.461 -1.325 0.657
N 1.879 -0.363 -0.046
C 2.615 0.356 -0.827
C 4.072 0.114 -1.022
C 1.888 1.441 -1.496
N 0.625 1.448 -1.250
O -0.127 2.425 -1.742
B -1.583 2.061 -1.979
F -2.217 3.164 -2.446
F -1.609 0.992 -2.863
O -2.260 1.674 -0.689
N -1.658 0.793 0.100
C -2.304 0.316 1.108
C -3.726 0.648 1.398
C 2.530 2.482 -2.343
H -1.209 -1.617 3.778
H -2.870 -1.687 3.140
H -2.290 -0.211 3.913
H 4.343 -0.833 -0.567
H 4.652 0.909 -0.548
H 4.315 0.095 -2.084
H -4.169 1.116 0.524
H -3.791 1.342 2.238
H -4.277 -0.257 1.654
H 3.517 2.176 -2.677
H 2.622 3.406 -1.769
H 1.884 2.694 -3.194
S -3.116 -2.750 -0.617
S -1.732 -4.057 -0.457
S -0.041 -3.216 -1.764
S -0.565 -1.400 -2.105

=====

[3]
57
Properties=species:S:1:pos:R:3 method="wB97M-V/def2-TZVPD" homo_lumo_gap_ev=9.3 charge=+1 relative_energy_kcal_mol=176.1
O 0.599 -0.014 -0.671
C -0.279 -0.684 0.048
N -0.942 -1.708 -0.355
C -2.125 -2.446 0.047
C -3.036 -1.774 0.956
C -0.079 -0.345 1.512
N 1.046 0.609 1.682
C 0.693 1.702 2.793
H 0.376 0.724 -3.697
H -2.786 -2.494 -0.864
H -1.618 -3.445 0.274
H -3.250 -1.680 2.026
H -4.079 -2.088 0.688
H -3.117 -0.742 0.713
H -1.038 0.031 1.958
H 0.211 -1.394 2.102
H 1.920 0.145 1.830
H 1.282 1.102 0.771
H 1.125 1.367 3.775
H -0.452 1.874 2.785
H 1.238 2.610 2.751
H -3.799 1.966 2.120
H -3.111 1.793 0.848
O -3.111 1.462 1.705
H 1.948 -2.508 0.610
H 1.986 -2.816 2.145
O 2.149 -2.135 1.562
H 1.755 3.865 -1.275
H 2.573 5.205 -1.066
O 2.121 4.516 -0.623
H 4.936 2.153 0.961
H 3.858 3.118 0.571
O 4.102 2.082 0.501
H -1.558 4.520 -2.905
H -1.717 3.140 -2.892
O -1.549 3.854 -2.281
H 0.500 0.352 -1.641
H -0.913 1.194 -2.822
O 0.138 1.192 -2.864
H 1.437 -1.992 4.582
H 2.038 -1.017 3.496
O 1.992 -1.269 4.501
H -2.038 -3.283 4.175
H -2.153 -1.787 4.431
O -1.677 -2.474 3.909
H -2.904 0.993 -3.886
H -3.185 -0.032 -2.849
O -2.746 0.884 -2.937
H 0.974 -4.200 -1.566
H 1.525 -2.886 -1.340
O 1.828 -3.776 -1.488
H 1.700 -1.391 -2.941
H 2.796 -0.432 -2.564
O 2.084 -0.575 -3.311
H 0.466 -1.097 -5.492
H 1.353 0.212 -5.275
O 0.513 -0.179 -5.225

=====

[4]
13
Properties=species:S:1:pos:R:3 method="wB97M-V/def2-TZVPD" homo_lumo_gap_ev=11.3 charge=+1 relative_energy_kcal_mol=20.4
N 0.081 -2.150 0.161
H -0.584 -2.554 0.817
H 1.033 -2.180 0.481
H -0.034 -2.604 -0.755
H -0.093 -1.103 -0.061
C 0.731 1.327 -0.778
C -1.000 1.206 0.785
N -0.221 0.550 0.045
H 0.210 1.722 -1.649
H 1.566 0.692 -1.064
H 1.157 2.185 -0.257
H -1.691 0.630 1.404
H -1.158 2.280 0.870